1.
Below is an isolated molecule of C5H5F6OP in a non-equilibrium geometry, with properties calculated with the ωB97M-V functional and the def2-TZVPD basis.

```
18
Properties=species:S:1:pos:R:3:lowdin_charge:R:1
C 0.21 0.50 -0.79 -0.306
C -0.81 -0.51 0.25 -0.567
C 0.88 1.24 0.34 -0.623
C 0.23 -0.79 1.37 -0.609
C 1.15 -0.37 -1.65 0.043
O 1.03 0.37 1.47 0.146
F -0.61 1.38 -1.45 0.044
F -1.22 -1.57 -0.45 0.040
F 2.05 1.71 -0.03 0.184
F 0.15 2.21 0.75 0.177
F -0.38 -1.10 2.53 0.108
F 0.99 -1.83 1.09 0.170
P -2.17 0.46 1.03 0.960
H 1.97 0.33 -1.86 0.093
H 0.59 -0.78 -2.52 0.117
H 1.59 -1.17 -1.02 0.094
H -2.86 -0.86 1.23 -0.023
H -2.79 0.79 -0.28 -0.048
```

Properties
SMILES string	C[C@]1(F)C(F)(F)OC(F)(F)[C@@]1(F)P
F_max	4.4	eV/A
HOMO	-10.414	eV
energy above the lowest of the compared OMol25 structures with the same formula, charge and spin	0.00	kcal per mole



2.
Below is a 2-piece molecular cluster, C3H8NO3 overall in a non-equilibrium geometry, with properties calculated with the ωB97M-V functional and the def2-TZVPD basis.

```
15
Properties=species:S:1:pos:R:3:lowdin_charge:R:1
C -0.44 0.62 0.61 -0.305
N 0.19 -0.65 0.21 -0.045
C 1.48 -0.87 1.05 -0.773
O 2.14 0.14 1.26 -0.049
O 1.61 -2.07 1.37 -0.079
C -1.74 0.92 -0.18 -0.100
H -0.58 0.65 1.70 0.101
H 0.25 1.44 0.44 0.090
H -0.45 -1.40 0.43 0.092
H -1.62 1.86 -0.70 0.054
H -2.61 0.74 0.45 0.054
H -1.86 0.10 -0.90 0.056
H 0.85 -1.11 -1.69 0.009
H 1.44 0.16 -1.71 0.003
O 1.33 -0.55 -2.33 -0.107
```

Properties
net charge	-1
F_max	1.9	eV/A
HOMO	-4.491	eV
energy above the lowest of the compared OMol25 structures with the same formula, charge and spin	15.84	kcal per mole



3.
Below is a 2-piece molecular cluster, C3H7N2 overall in a non-equilibrium geometry, with properties calculated with the ωB97M-V functional and the def2-TZVPD basis.

```
12
Properties=species:S:1:pos:R:3:lowdin_charge:R:1
C 0.95 -0.03 0.06 -0.311
C -0.47 -0.10 -0.44 -0.158
C -1.71 0.51 0.31 0.010
N 0.31 -1.10 0.24 0.140
N 2.06 0.62 0.13 0.270
H -0.41 -0.27 -1.56 0.167
H -1.46 1.04 1.13 0.042
H -2.23 -0.31 0.62 0.050
H -2.47 1.08 -0.27 0.113
H 0.24 -2.98 -0.24 0.374
H 2.30 1.54 -0.14 0.142
H 2.89 0.01 0.16 0.162
```

Properties
net charge	+1
F_max	4.7	eV/A
HOMO (spin up / spin down)	-15.580 / -15.454	eV
energy above the lowest of the compared OMol25 structures with the same formula, charge and spin	134.63	kcal per mole



4.
Below is C8H17MnN4O2S2Te as an isolated structure, with properties calculated with the ωB97M-V functional and the def2-TZVPD basis.

```
35
Properties=species:S:1:pos:R:3:mulliken_spin:R:1
Mn -1.39 1.00 0.16 4.845
C 0.87 3.08 2.03 0.024
C 1.16 1.61 1.84 -0.016
O 0.81 1.15 0.52 -0.027
C 1.74 1.57 -0.49 0.001
C 1.52 0.74 -1.74 0.030
H 1.17 3.38 3.04 0.000
H -0.21 3.25 1.94 -0.004
H 1.39 3.70 1.31 0.000
H 0.54 1.01 2.51 -0.012
H 2.21 1.37 2.01 0.005
H 2.75 1.41 -0.10 0.004
H 1.60 2.63 -0.71 -0.008
H 1.65 -0.32 -1.53 -0.004
H 2.24 1.05 -2.50 0.001
H 0.52 0.90 -2.13 -0.004
Te -2.59 0.56 2.43 0.050
O 0.11 4.13 -1.89 0.028
S -1.21 3.53 -2.15 0.039
N -1.67 2.35 -1.42 0.005
C 1.56 -3.50 -0.14 -0.001
C 0.13 -3.91 0.23 -0.001
C -0.87 -2.88 -0.18 0.004
N -0.57 -1.78 -0.79 -0.004
N -1.65 -0.96 -0.98 0.033
C -2.77 -1.48 -0.54 -0.002
N -3.99 -0.85 -0.58 0.001
S -2.56 -3.04 0.16 -0.001
H 2.26 -4.28 0.17 0.000
H 1.82 -2.57 0.35 0.000
H 1.66 -3.35 -1.21 0.000
H 0.05 -4.05 1.31 0.001
H -0.13 -4.86 -0.23 0.000
H -3.89 0.03 -1.07 0.012
H -4.26 -0.63 0.39 0.002
```

Properties
net charge	-1
2S+1	6
F_max	0.3	eV/A
HOMO (spin up / spin down)	-2.659 / -2.827	eV
<S²>	8.765
energy above the lowest of the compared OMol25 structures with the same formula, charge and spin	0.59	kcal per mole



5.
Below is a 13-piece molecular cluster, C20H68N2O13 overall in a non-equilibrium geometry, with properties calculated with the ωB97M-V functional and the def2-TZVPD basis.

```
103
Properties=species:S:1:pos:R:3:lowdin_charge:R:1
C 13.52 16.71 19.18 -0.044
C 12.66 17.82 18.50 -0.339
C 13.34 18.44 17.29 -0.220
O 14.11 19.49 17.79 -0.179
C 13.38 20.58 18.25 -0.123
N 11.29 17.27 18.03 0.044
H 14.57 16.98 19.45 0.099
H 13.49 15.89 18.52 0.048
H 12.97 16.49 20.06 0.053
H 12.33 18.50 19.29 0.133
H 12.56 18.88 16.63 0.111
H 14.04 17.75 16.73 0.152
H 12.31 20.49 18.01 0.095
H 13.68 21.53 17.77 0.094
H 13.47 20.77 19.30 0.079
H 10.76 16.84 18.76 0.061
H 11.38 16.60 17.26 0.079
C 9.50 14.13 9.76 -0.045
C 10.78 14.92 9.40 -0.399
C 10.50 15.95 8.27 -0.229
O 10.09 15.23 7.15 -0.195
C 10.06 16.05 6.00 -0.112
N 11.16 15.76 10.56 0.050
H 8.75 14.85 10.02 0.066
H 9.68 13.49 10.64 0.069
H 9.13 13.49 8.94 0.086
H 11.50 14.20 9.00 0.119
H 11.39 16.55 8.05 0.120
H 9.68 16.66 8.48 0.130
H 11.07 16.46 5.81 0.084
H 9.53 16.97 6.14 0.073
H 9.76 15.46 5.12 0.098
H 12.15 15.84 10.65 0.062
H 10.97 15.21 11.39 0.045
O 7.60 15.67 13.85 -0.060
H 7.22 16.49 14.20 0.028
H 8.28 15.89 13.18 0.064
O 9.73 18.76 16.29 -0.084
H 10.29 18.60 15.52 0.003
H 10.21 18.29 17.01 0.001
O 7.31 18.15 15.29 -0.083
H 8.13 18.50 15.72 0.006
H 6.59 18.58 15.75 0.037
O 6.26 13.36 13.47 -0.099
H 5.95 12.98 12.59 0.090
H 6.70 14.24 13.32 0.014
O 14.57 13.13 15.05 -0.053
H 15.19 13.49 15.68 0.040
H 14.19 13.79 14.44 0.044
C 10.72 13.75 18.70 -0.057
C 11.65 12.66 18.26 -0.296
O 12.20 12.86 16.97 -0.115
H 10.04 13.36 19.46 0.088
H 10.10 13.99 17.84 0.068
H 11.21 14.62 19.07 0.035
H 11.08 11.72 18.07 0.124
H 12.43 12.36 18.92 0.101
H 12.81 12.21 16.61 0.089
C 11.13 19.08 12.76 -0.097
C 12.17 18.19 13.36 -0.286
O 11.73 17.50 14.57 -0.119
H 11.58 19.79 12.05 0.075
H 10.55 19.76 13.44 0.094
H 10.44 18.43 12.16 0.079
H 13.08 18.84 13.50 0.119
H 12.48 17.43 12.65 0.091
H 12.09 16.61 14.51 0.026
C 14.65 11.70 10.04 -0.082
C 13.14 11.88 10.24 -0.351
O 12.67 10.82 11.00 -0.061
H 15.13 12.42 9.35 0.074
H 14.73 10.67 9.64 0.083
H 15.19 11.80 10.96 0.055
H 12.62 11.81 9.28 0.112
H 12.92 12.92 10.62 0.108
H 12.72 11.07 11.91 0.069
C 8.22 9.33 9.89 -0.092
C 9.13 9.26 11.12 -0.330
O 9.56 7.93 11.11 -0.086
H 7.37 8.66 9.92 0.066
H 8.72 9.02 8.96 0.075
H 7.87 10.36 9.70 0.065
H 8.57 9.41 12.07 0.114
H 9.97 10.01 11.06 0.104
H 10.09 7.69 11.87 0.080
C 6.67 15.02 16.99 -0.081
C 5.66 13.93 16.59 -0.321
O 4.81 14.29 15.50 -0.122
H 7.01 15.15 18.00 0.052
H 6.09 15.91 16.76 0.063
H 7.56 14.95 16.39 0.038
H 4.88 13.79 17.37 0.103
H 6.18 12.94 16.45 0.116
H 5.11 13.89 14.65 0.039
C 10.41 13.26 13.91 -0.040
C 10.61 14.60 14.61 -0.317
O 11.96 14.84 14.76 -0.113
H 11.00 13.33 12.99 0.058
H 9.39 13.16 13.70 0.047
H 10.83 12.36 14.41 0.091
H 10.11 14.68 15.60 0.114
H 10.32 15.51 14.08 0.097
H 12.24 14.29 15.49 0.043
```

Properties
F_max	3.2	eV/A
HOMO	-9.136	eV



6.
Below is C38H20GdN9OS3 as an isolated structure in a non-equilibrium geometry, with properties calculated with the ωB97M-V functional and the def2-TZVPD basis.

```
72
Properties=species:S:1:pos:R:3:mulliken_spin:R:1
Gd -0.04 0.86 -0.42 6.605
C -2.48 5.10 4.47 -0.003
C -1.41 4.66 5.26 -0.036
C -0.54 3.68 4.81 0.015
C -0.76 3.15 3.55 -0.063
C -0.08 2.12 2.78 -0.116
N 0.96 1.48 3.31 0.018
C 1.80 0.60 2.85 0.096
C 3.24 -0.07 0.97 0.021
C 4.43 0.65 1.13 -0.001
C 5.50 0.26 0.35 0.000
C 5.40 -0.81 -0.55 0.001
C 4.23 -1.51 -0.70 0.003
C 3.14 -1.14 0.07 -0.019
C 1.75 -1.52 0.10 -0.004
N 1.21 -2.54 -0.63 0.081
C 0.06 -2.40 -1.21 0.004
N -0.68 -1.27 -1.33 0.055
C -1.80 -1.54 -2.08 0.131
N -2.75 -0.72 -2.43 -0.088
C -2.91 0.51 -1.90 0.152
N -2.37 0.97 -0.74 -0.002
C -2.92 2.19 -0.46 0.008
N -2.72 2.95 0.61 0.109
C -1.80 2.79 1.54 -0.181
N -0.71 1.92 1.60 0.124
C -1.84 3.58 2.75 -0.048
C -2.70 4.57 3.21 -0.016
C -3.84 2.55 -1.51 0.049
C -4.60 3.70 -1.75 -0.052
C -5.34 3.76 -2.92 0.056
C -5.32 2.70 -3.85 -0.027
C -4.57 1.56 -3.61 0.048
C -3.83 1.49 -2.43 0.032
C -1.78 -2.95 -2.48 0.006
C -2.66 -3.72 -3.21 0.031
C -2.36 -5.06 -3.39 -0.013
C -1.20 -5.62 -2.84 0.030
C -0.32 -4.84 -2.10 -0.018
C -0.62 -3.50 -1.93 0.018
N 1.08 -0.76 0.96 0.031
H -3.13 5.87 4.85 -0.001
H -1.27 5.10 6.25 -0.004
H 0.29 3.33 5.42 -0.001
H 4.49 1.46 1.83 -0.008
H 6.43 0.80 0.43 0.000
H 6.27 -1.06 -1.16 0.000
H 4.14 -2.33 -1.41 -0.002
H -3.52 4.90 2.59 -0.004
H -4.59 4.52 -1.05 0.000
H -5.93 4.64 -3.14 0.005
H -5.89 2.79 -4.76 -0.001
H -4.53 0.75 -4.33 0.006
H -3.56 -3.28 -3.63 0.003
H -3.03 -5.70 -3.96 0.000
H -0.99 -6.67 -3.00 0.003
H 0.59 -5.26 -1.68 0.000
S 2.16 0.94 -2.06 0.115
C 1.54 1.92 -3.37 0.024
C 2.04 1.70 -4.66 0.002
C 1.61 2.43 -5.75 0.007
C 0.62 3.40 -5.57 -0.001
C 0.11 3.63 -4.31 0.000
C 0.56 2.93 -3.19 0.004
S -0.10 3.34 -1.62 0.158
H 2.79 0.93 -4.78 -0.002
H 2.02 2.24 -6.73 0.001
H 0.25 3.96 -6.43 0.000
H -0.67 4.37 -4.16 -0.001
O 3.60 -1.26 3.50 -0.100
S 2.82 -0.09 4.05 -0.241
N 1.99 0.16 1.50 0.005
```

Properties
net charge	-2
2S+1	8
F_max	1.1	eV/A
HOMO (spin up / spin down)	-1.024 / -1.032	eV
<S²>	16.681



7.
Below is C59H86N7O4P2SSnTe as an isolated structure, with properties calculated with the ωB97M-V functional and the def2-TZVPD basis.

```
161
Properties=species:S:1:pos:R:3:lowdin_charge:R:1
Sn 0.44 1.01 -0.87 1.229
C -4.66 0.99 1.06 -0.061
C -3.97 2.02 0.17 -0.373
C -5.02 2.85 -0.57 -0.060
C -3.02 2.89 0.98 -0.139
C -3.55 3.59 2.06 -0.054
C -2.74 4.28 2.94 -0.101
C -1.37 4.25 2.75 -0.069
C -0.79 3.59 1.67 -0.137
C 0.71 3.55 1.53 -0.381
C 1.29 2.36 2.31 -0.091
C 1.40 4.84 1.97 -0.068
C -1.63 2.94 0.74 -0.187
N -1.10 2.39 -0.45 -0.147
C -1.77 2.72 -1.63 -0.224
C -1.52 2.02 -2.75 -0.241
N -0.59 0.98 -2.70 -0.180
C -0.64 0.02 -3.72 -0.190
C 0.49 -0.25 -4.51 -0.143
C 0.38 -1.20 -5.53 -0.073
C -0.81 -1.86 -5.79 -0.105
C -1.91 -1.60 -4.99 -0.048
C -1.84 -0.68 -3.95 -0.129
C -3.07 -0.47 -3.08 -0.374
C -4.21 0.18 -3.87 -0.056
C -3.54 -1.77 -2.43 -0.065
C 1.80 0.48 -4.30 -0.380
C 2.39 0.99 -5.61 -0.093
C 2.82 -0.39 -3.56 -0.072
H -5.22 0.28 0.44 0.072
H -5.38 1.46 1.74 0.072
H -3.94 0.44 1.67 0.055
H -3.38 1.48 -0.57 0.098
H -5.66 3.38 0.13 0.072
H -5.65 2.20 -1.18 0.071
H -4.56 3.58 -1.23 0.069
H -4.62 3.56 2.23 0.104
H -3.17 4.83 3.78 0.094
H -0.72 4.78 3.45 0.100
H 0.94 3.42 0.48 0.068
H 1.31 2.59 3.38 0.059
H 2.31 2.15 1.99 0.080
H 0.71 1.45 2.18 -0.005
H 1.37 4.97 3.05 0.065
H 0.94 5.71 1.50 0.079
H 2.45 4.82 1.67 0.071
H -2.45 3.56 -1.63 0.103
H -1.97 2.27 -3.70 0.109
H 1.25 -1.39 -6.15 0.104
H -0.88 -2.57 -6.60 0.094
H -2.84 -2.12 -5.18 0.105
H -2.79 0.22 -2.27 0.096
H -4.53 -0.46 -4.69 0.073
H -3.90 1.14 -4.29 0.073
H -5.07 0.36 -3.22 0.070
H -3.90 -2.48 -3.18 0.073
H -4.37 -1.56 -1.75 0.071
H -2.75 -2.25 -1.87 0.051
H 1.58 1.34 -3.67 0.069
H 2.75 0.17 -6.24 0.065
H 3.24 1.65 -5.40 0.074
H 1.66 1.57 -6.18 0.051
H 2.96 -1.35 -4.07 0.064
H 2.52 -0.59 -2.53 0.036
H 3.79 0.11 -3.53 0.082
N -1.46 -1.03 0.72 0.086
C -1.38 -2.27 1.35 -0.342
C -2.40 -3.20 1.18 -0.049
C -2.39 -4.42 1.82 -0.091
C -1.34 -4.74 2.68 -0.102
C -0.30 -3.84 2.83 -0.113
C -0.28 -2.61 2.16 -0.318
P 1.16 -1.47 2.20 1.111
C 2.10 -2.01 3.69 -0.346
C 2.82 -3.21 3.80 -0.096
C 3.52 -3.52 4.96 -0.085
C 3.53 -2.63 6.03 -0.097
C 2.86 -1.43 5.92 -0.088
C 2.16 -1.12 4.77 -0.119
C 2.27 -2.22 0.95 -0.376
C 2.24 -3.55 0.54 -0.119
C 3.22 -4.06 -0.29 -0.099
C 4.24 -3.23 -0.75 -0.103
C 4.26 -1.89 -0.39 -0.088
C 3.28 -1.39 0.46 -0.123
H -2.32 -0.91 0.20 0.069
H -1.34 -0.24 1.36 0.024
H -3.23 -2.94 0.53 0.103
H -3.20 -5.12 1.66 0.100
H -1.33 -5.68 3.21 0.093
H 0.52 -4.09 3.48 0.089
H 2.84 -3.90 2.97 0.096
H 4.07 -4.45 5.01 0.100
H 4.08 -2.88 6.93 0.096
H 2.88 -0.72 6.74 0.097
H 1.66 -0.17 4.68 0.051
H 1.42 -4.19 0.87 0.099
H 3.19 -5.10 -0.59 0.095
H 5.01 -3.63 -1.41 0.096
H 5.03 -1.24 -0.77 0.103
H 3.29 -0.34 0.73 0.086
C 3.43 -4.76 -4.25 -0.069
C 2.24 -5.66 -4.58 -0.407
C 2.12 -6.80 -3.58 -0.077
C 0.94 -4.85 -4.68 -0.117
N 0.52 -4.27 -3.42 -0.091
C 0.85 -3.12 -2.82 -0.145
N 0.18 -3.01 -1.70 0.072
N -0.57 -4.13 -1.62 -0.015
N -0.37 -4.89 -2.63 0.052
H 4.36 -5.32 -4.26 0.080
H 3.32 -4.31 -3.26 0.051
H 3.52 -3.94 -4.98 0.079
H 2.39 -6.07 -5.58 0.133
H 1.97 -6.42 -2.57 0.064
H 3.03 -7.41 -3.59 0.075
H 1.28 -7.45 -3.82 0.078
H 0.11 -5.48 -5.00 0.127
H 1.05 -4.04 -5.39 0.111
H 1.54 -2.40 -3.22 0.090
C 0.77 2.53 6.37 -0.108
C -0.51 1.77 6.70 -0.289
C -1.47 1.72 5.51 -0.329
S -0.95 0.51 4.28 0.899
O -1.83 0.72 3.09 -0.509
C -1.54 -1.02 5.10 -0.308
C -2.88 -1.50 4.56 -0.284
C -4.08 -0.73 5.08 -0.104
H 1.44 2.56 7.24 0.071
H 0.56 3.55 6.08 0.076
H 1.31 2.06 5.55 0.044
H -1.02 2.25 7.53 0.108
H -0.26 0.76 7.03 0.093
H -1.47 2.66 4.95 0.074
H -2.49 1.49 5.80 0.084
H -1.57 -0.82 6.18 0.083
H -0.77 -1.77 4.92 0.065
H -2.96 -2.56 4.79 0.112
H -2.85 -1.42 3.47 0.081
H -4.09 -0.69 6.17 0.072
H -5.01 -1.20 4.75 0.072
H -4.08 0.29 4.70 0.062
C -1.08 6.32 -1.71 -0.087
C 0.42 6.44 -1.76 -0.334
O 1.02 5.19 -1.43 -0.305
P 1.67 4.18 -2.51 0.099
O 1.71 2.87 -1.76 -0.512
Te 0.79 4.46 -4.67 0.390
O 3.21 4.71 -2.62 -0.321
C 4.07 4.49 -1.50 -0.296
C 4.84 3.19 -1.65 -0.080
H -1.55 7.30 -1.85 0.073
H -1.40 5.91 -0.74 0.071
H -1.43 5.65 -2.49 0.040
H 0.78 7.15 -1.00 0.110
H 0.76 6.78 -2.74 0.062
H 3.49 4.49 -0.57 0.095
H 4.75 5.35 -1.48 0.114
H 4.14 2.35 -1.65 0.055
H 5.54 3.08 -0.82 0.071
H 5.39 3.19 -2.59 0.076
```

Properties
net charge	-1
F_max	0.4	eV/A
HOMO	-3.558	eV
energy above the lowest of the compared OMol25 structures with the same formula, charge and spin	0.00	kcal per mole



8.
Below is an isolated molecule of C11H18N2S in a non-equilibrium geometry, with properties calculated with the ωB97M-V functional and the def2-TZVPD basis.

```
32
Properties=species:S:1:pos:R:3:lowdin_charge:R:1
C 1.46 1.25 -1.80 0.042
C 3.41 1.50 0.51 0.015
C -2.24 -1.68 0.83 -0.111
C -1.53 1.46 -0.16 -0.155
C 1.28 0.88 -0.51 -0.476
C 2.33 0.77 0.48 -0.559
C -2.05 -1.08 -0.32 -0.170
C -1.47 -1.48 2.13 -0.107
C -0.77 2.67 0.16 -0.057
C -2.60 -1.37 -1.68 -0.044
C 2.36 -1.93 0.17 -0.354
N 0.19 0.08 -0.14 -0.064
N -1.03 0.28 -0.37 -0.090
S 2.07 -0.71 1.50 0.845
H 0.60 1.32 -2.60 0.099
H 2.38 1.55 -2.23 0.032
H 4.21 1.30 1.32 0.100
H 3.65 2.16 -0.26 0.043
H -2.98 -2.58 0.82 0.146
H -2.68 1.53 -0.28 0.145
H -2.14 -0.88 2.84 0.086
H -0.45 -0.98 2.12 0.019
H -1.31 -2.38 2.77 0.072
H -1.13 3.06 1.19 0.122
H -0.93 3.40 -0.56 0.057
H 0.25 2.38 0.25 0.033
H -1.73 -1.06 -2.35 0.115
H -2.93 -2.36 -1.70 0.055
H -3.46 -0.76 -1.88 0.069
H 1.61 -1.73 -0.62 0.035
H 2.26 -2.98 0.42 0.035
H 3.38 -1.65 -0.07 0.020
```

Properties
F_max	5.2	eV/A
HOMO (spin up / spin down)	-6.739 / -6.738	eV
energy above the lowest of the compared OMol25 structures with the same formula, charge and spin	150.31	kcal per mole



9.
Below is an isolated ion of composition C4H8IN2 and charge +1 in a non-equilibrium geometry, with properties calculated with the ωB97M-V functional and the def2-TZVPD basis.

```
15
Properties=species:S:1:pos:R:3:lowdin_charge:R:1
C -0.07 0.70 1.20 -0.078
C -1.51 -0.96 -0.25 -0.605
C -0.08 -0.39 0.12 -0.240
C 1.25 1.41 -0.81 -0.119
N -0.01 1.03 -0.27 -0.184
N -1.66 -2.16 -0.64 0.140
I -3.25 0.16 0.14 1.095
H -0.91 1.06 1.63 0.028
H 0.81 0.73 1.84 0.123
H 1.13 -0.80 -0.22 0.230
H 1.24 1.30 -1.95 0.115
H 1.56 2.49 -0.58 0.125
H 1.99 0.69 -0.38 0.071
H -0.89 -2.76 -0.93 0.156
H -2.53 -2.66 -0.81 0.143
```

Properties
net charge	+1
SMILES string	CN1C[C@H]1C(=[NH2+])I
F_max	4.5	eV/A
HOMO	-13.643	eV
energy above the lowest of the compared OMol25 structures with the same formula, charge and spin	81.52	kcal per mole